Formula: C47H74BrCl2FIN10O4P2
Source: the OMol25 dataset
Level of theory: wB97M-V/def2-TZVPD

Summary:
HOMO level: -10.06 eV
relative energy (zero: lowest compared OMol25 entry of this formula, charge and spin): 9.367 eV
E_LUMO: -4.5 eV

```
! wB97M-V def2-TZVPD RIJCOSX def2/J DEFGRID3
* xyz 1 1
C -1.789 -2.603 4.064
C -1.495 -3.573 2.734
Cl -1.956 -5.327 3.207
C -2.384 -3.030 1.424
Cl -3.710 -4.301 1.161
C -1.459 -2.704 0.111
C -0.521 -4.048 -0.217
N -0.582 -1.476 0.210
I 0.513 -0.653 1.753
C -0.476 -0.739 -0.945
C -1.304 -1.392 -2.243
C -2.014 -0.006 -2.845
C -1.009 0.792 -3.917
O -1.399 1.079 -5.183
F 0.380 1.185 -3.559
C -0.380 -2.009 -3.486
C -1.028 -2.439 -4.968
C 0.037 -2.988 -6.115
C 1.616 -3.036 -5.680
N 2.223 -2.683 -4.353
C 1.240 -2.189 -3.330
C -2.219 -2.421 -1.352
Br -3.891 -1.349 -0.886
P -2.712 -4.024 -2.345
P -4.614 -3.717 -3.413
O -5.887 -4.206 -2.610
O -4.829 -2.102 -4.033
O -4.511 -4.768 -4.842
H -2.690 -2.977 4.711
H -0.812 -2.571 4.749
H -1.995 -1.494 3.729
H -0.340 -3.517 2.524
H -2.931 -2.050 1.832
H -0.025 -4.005 -1.281
H 0.382 -4.136 0.558
H -1.158 -5.030 -0.099
H 0.151 0.253 -1.012
H -2.986 -0.252 -3.472
H -2.217 0.799 -1.987
H -2.173 -2.358 -5.194
H -0.410 -3.262 -7.162
H 2.375 -3.398 -6.528
H 1.696 -1.880 -2.270
H -2.967 -5.125 -1.451
H -4.289 -1.954 -4.867
H -3.528 -4.866 -5.102
C -6.705 1.510 -6.643
C -6.413 0.870 -7.997
C -5.858 -0.551 -7.876
C -4.550 -0.527 -7.101
N -3.465 -0.507 -6.459
H -5.796 1.619 -6.043
H -7.125 2.511 -6.779
H -7.425 0.912 -6.073
H -5.701 1.502 -8.542
H -7.337 0.845 -8.584
H -5.679 -0.970 -8.871
H -6.572 -1.200 -7.357
C 2.048 3.417 3.197
C 1.236 4.005 4.348
C 1.457 3.267 5.670
C 1.037 1.814 5.523
N 0.688 0.608 5.401
H 1.760 2.382 2.987
H 1.881 3.993 2.282
H 3.120 3.438 3.423
H 0.173 3.979 4.081
H 1.511 5.058 4.475
H 0.865 3.734 6.464
H 2.512 3.309 5.962
C 0.806 4.158 10.413
C 1.651 5.403 10.161
C 0.896 6.488 9.390
C 0.473 5.952 8.032
N 0.122 5.508 6.905
H 0.509 3.675 9.477
H 1.375 3.422 10.990
H -0.101 4.406 10.976
H 2.553 5.113 9.609
H 1.979 5.810 11.124
H 1.539 7.363 9.248
H 0.007 6.806 9.945
C -3.205 4.206 2.217
C -1.964 3.733 1.466
C -2.240 2.534 0.556
C -2.733 1.361 1.388
N -3.142 0.388 2.078
H -3.590 3.432 2.889
H -2.968 5.080 2.831
H -4.003 4.485 1.519
H -1.186 3.476 2.195
H -1.578 4.561 0.861
H -1.324 2.243 0.031
H -2.996 2.787 -0.195
C -2.041 -9.249 -3.637
C -1.390 -9.631 -2.312
C -1.712 -8.648 -1.185
C -1.201 -7.264 -1.551
N -0.777 -6.115 -1.854
H -1.677 -8.283 -4.002
H -1.807 -9.994 -4.404
H -3.131 -9.191 -3.538
H -0.304 -9.692 -2.454
H -1.734 -10.631 -2.023
H -1.235 -8.973 -0.255
H -2.793 -8.599 -1.014
C 6.138 -2.179 -4.431
C 6.430 -2.819 -5.784
C 6.985 -4.240 -5.663
C 8.293 -4.217 -4.889
N 9.377 -4.197 -4.247
H 7.047 -2.070 -3.831
H 5.718 -1.178 -4.567
H 5.418 -2.777 -3.861
H 7.142 -2.187 -6.330
H 5.506 -2.845 -6.372
H 7.164 -4.659 -6.659
H 6.271 -4.889 -5.145
C 4.393 -1.728 0.334
C 5.477 -0.669 0.512
C 5.512 0.344 -0.634
C 5.798 -0.373 -1.944
N 6.036 -0.967 -3.030
H 4.562 -2.333 -0.563
H 4.386 -2.412 1.189
H 3.402 -1.267 0.258
H 6.450 -1.168 0.598
H 5.303 -0.138 1.454
H 6.294 1.088 -0.453
H 4.554 0.870 -0.713
C 0.821 10.878 6.333
C 1.113 10.238 4.980
C 1.668 8.817 5.101
C 2.976 8.840 5.875
N 4.060 8.860 6.517
H 1.730 10.987 6.933
H 0.401 11.879 6.197
H 0.101 10.280 6.903
H 1.825 10.870 4.434
H 0.189 10.212 4.392
H 1.847 8.397 4.105
H 0.954 8.168 5.619
*
```

---

Formula: C21H62O19
Source: the OMol25 dataset
Level of theory: wB97M-V/def2-TZVPD

Summary:
HOMO level: -9.83 eV
relative energy (zero: lowest compared OMol25 entry of this formula, charge and spin): 5.759 eV
E_LUMO: 0.0 eV
SMILES string: CC(C)O.OCCO.OCCO.OCCO.OCCO.OCCO.OCCO.OCCO.OCCO.OCCO

```
! wB97M-V def2-TZVPD RIJCOSX def2/J DEFGRID3
* xyz 0 1
C -0.409 1.013 1.269
C -1.311 -0.130 1.246
C -0.677 -1.564 1.034
O -2.013 -0.166 2.395
H -0.873 1.996 1.357
H 0.283 0.981 0.428
H 0.127 0.918 2.213
H -2.013 0.230 0.495
H -1.326 -2.026 0.290
H -0.640 -2.147 1.954
H 0.272 -1.484 0.504
H -1.436 -0.143 3.161
O -7.402 -1.941 0.915
C -6.887 -2.631 -0.248
C -6.630 -4.136 -0.003
O -6.205 -4.866 -1.144
H -6.649 -1.403 1.171
H -7.489 -2.479 -1.144
H -5.870 -2.265 -0.391
H -7.369 -4.766 0.493
H -5.808 -4.231 0.706
H -5.772 -5.684 -0.888
O 2.887 -4.364 -4.556
C 1.541 -4.505 -5.074
C 1.489 -5.731 -6.087
O 0.212 -5.850 -6.626
H 3.123 -5.223 -4.199
H 1.005 -4.836 -4.185
H 1.068 -3.641 -5.541
H 1.720 -6.678 -5.598
H 2.285 -5.508 -6.798
H -0.337 -5.068 -6.535
O 1.460 9.171 1.815
C 1.891 8.268 0.836
C 2.647 9.102 -0.201
O 3.984 9.486 0.191
H 0.728 9.686 1.470
H 2.475 7.467 1.290
H 1.041 7.824 0.317
H 2.081 9.963 -0.555
H 2.809 8.519 -1.108
H 4.039 10.445 0.192
O 1.837 -5.167 5.426
C 1.134 -6.178 6.063
C 1.537 -7.571 5.431
O 1.337 -7.570 3.974
H 1.766 -5.316 4.480
H 1.346 -6.260 7.129
H 0.102 -5.915 5.830
H 0.853 -8.262 5.924
H 2.495 -7.991 5.735
H 1.543 -8.412 3.561
O 5.525 -1.131 -0.757
C 6.434 -2.164 -0.241
C 7.493 -1.715 0.690
O 6.891 -1.103 1.800
H 5.162 -1.571 -1.529
H 5.893 -3.021 0.160
H 7.009 -2.583 -1.066
H 8.205 -1.061 0.186
H 7.875 -2.697 0.967
H 6.208 -0.580 1.373
O -1.482 1.665 8.469
C -2.035 0.321 8.573
C -0.827 -0.603 8.342
O -0.444 -0.341 6.950
H -0.859 1.577 7.744
H -2.775 0.140 9.353
H -2.706 0.156 7.731
H -1.229 -1.602 8.514
H -0.084 -0.343 9.095
H 0.254 -0.969 6.751
O 5.331 3.542 -2.323
C 6.608 3.664 -2.944
C 7.584 3.877 -1.754
O 7.675 5.162 -1.183
H 5.376 2.698 -1.868
H 6.871 2.793 -3.544
H 6.615 4.533 -3.601
H 8.415 3.420 -2.292
H 7.395 3.239 -0.891
H 6.810 5.575 -1.239
O -3.744 0.942 -5.945
C -3.394 -0.379 -6.148
C -4.105 -1.229 -5.288
O -3.396 -2.487 -5.331
H -2.993 1.461 -5.649
H -3.493 -0.679 -7.191
H -2.315 -0.518 -6.076
H -5.174 -1.428 -5.366
H -4.009 -0.813 -4.285
H -3.590 -2.828 -4.455
O -4.484 5.383 -2.066
C -5.830 4.918 -1.962
C -6.726 5.864 -2.829
O -8.088 5.446 -2.786
H -4.462 6.207 -1.574
H -5.754 3.871 -2.257
H -6.255 4.866 -0.959
H -6.510 5.936 -3.895
H -6.683 6.835 -2.335
H -8.187 4.794 -3.484
*
```

---

Formula: C4H7NO2
Source: the OMol25 dataset
Level of theory: wB97M-V/def2-TZVPD

Summary:
HOMO level: -9.33 eV
relative energy (zero: lowest compared OMol25 entry of this formula, charge and spin): 1.611 eV
E_LUMO: 0.7 eV
SMILES string: C[C@@H](C=O)C(N)=O

```
! wB97M-V def2-TZVPD RIJCOSX def2/J DEFGRID3
* xyz 0 1
C -0.974 1.404 -0.254
C -0.021 0.247 -0.532
C 1.401 0.721 0.208
O 1.490 1.722 0.866
C 0.007 -0.939 0.382
N -0.282 -2.209 0.034
O 0.628 -0.738 1.432
H -0.974 1.613 0.815
H -0.560 2.288 -0.755
H -1.998 1.260 -0.609
H -0.094 -0.060 -1.598
H 2.262 0.067 -0.017
H -0.964 -2.479 -0.652
H 0.078 -2.897 0.680
*
```

---

Formula: C3H5NO2
Source: the OMol25 dataset
Level of theory: wB97M-V/def2-TZVPD

Summary:
HOMO level: -10.31 eV
relative energy (zero: lowest compared OMol25 entry of this formula, charge and spin): 3.666 eV
E_LUMO: 0.8 eV

```
! wB97M-V def2-TZVPD RIJCOSX def2/J DEFGRID3
* xyz 0 1
C 0.613 0.241 1.154
C 0.146 -0.610 0.097
N 0.362 -1.869 0.192
O -0.568 -0.250 -0.982
C -0.695 0.994 -1.368
O -0.371 1.712 -2.279
H -0.162 0.456 1.891
H 1.184 1.122 0.872
H 1.071 -0.963 1.576
H -0.215 -2.471 -0.413
H -1.365 1.638 -0.741
*
```

---

Formula: C5H6N
Source: the OMol25 dataset
Level of theory: wB97M-V/def2-TZVPD

Summary:
HOMO level: -15.39 eV
relative energy (zero: lowest compared OMol25 entry of this formula, charge and spin): 7.981 eV
E_LUMO: -5.7 eV

```
! wB97M-V def2-TZVPD RIJCOSX def2/J DEFGRID3
* xyz 1 1
C 0.256 -1.381 2.808
C 0.275 -0.522 1.856
C 0.960 0.022 0.602
C -0.344 0.495 0.969
C -0.336 0.266 -1.592
N -0.304 -0.356 -0.244
H 1.826 0.392 0.247
H -0.962 1.297 1.168
H -1.267 0.830 -1.572
H 0.536 0.791 -1.766
H -0.355 -0.498 -2.432
H -0.286 -1.335 -0.043
*
```

---

Formula: C23H35N5O2
Source: the OMol25 dataset
Level of theory: wB97M-V/def2-TZVPD

Summary:
HOMO level: -7.55 eV
relative energy (zero: lowest compared OMol25 entry of this formula, charge and spin): 21.315 eV
E_LUMO: 0.3 eV
SMILES string: COCCN1CC[C@H](CNCc2c(C(=O)N3CCCCC3)nc3c(C)cccn23)C1

```
! wB97M-V def2-TZVPD RIJCOSX def2/J DEFGRID3
* xyz 0 1
C -4.260 -1.809 -1.872
O -5.452 -1.406 -1.596
C -5.509 -0.020 -1.054
C -5.108 -0.056 0.393
N -3.697 -0.139 0.402
C -3.170 1.150 0.033
C -1.922 1.367 0.954
C -1.791 0.383 1.888
C -0.951 -0.568 1.661
N -1.327 -1.560 0.441
C -0.628 -1.223 -0.720
C 0.827 -1.339 -0.819
C 1.715 -0.364 -0.782
C 1.465 1.160 -1.368
O 0.331 1.254 -1.963
N 2.375 2.082 -1.087
C 3.564 1.831 -0.400
C 3.502 2.913 0.987
C 3.088 4.168 0.523
C 1.775 4.225 0.136
C 1.940 3.447 -1.402
N 3.073 -0.988 -0.661
C 2.850 -2.144 -0.289
C 3.971 -2.950 -0.123
C 5.316 -2.847 -0.108
C 3.402 -4.263 0.395
C 2.007 -4.622 0.232
C 1.004 -3.580 0.174
N 1.535 -2.320 -0.278
C -3.231 -0.079 2.045
H -3.806 -1.096 -2.726
H -3.811 -1.934 -0.977
H -4.400 -2.890 -2.400
H -6.669 0.070 -1.120
H -5.084 0.603 -1.568
H -5.610 0.957 0.910
H -5.364 -0.927 1.244
H -2.919 1.011 -1.144
H -3.878 2.106 0.115
H -1.881 2.512 1.105
H -1.001 1.458 0.064
H -1.337 0.928 2.753
H -0.868 -1.334 2.505
H 0.152 -0.355 1.447
H -2.211 -1.876 0.340
H -0.936 -0.247 -1.256
H -1.113 -2.016 -1.413
H 3.810 0.846 -0.218
H 4.502 2.279 -0.949
H 4.566 2.599 1.473
H 2.781 2.114 1.606
H 2.869 4.545 1.668
H 3.756 4.728 0.076
H 1.374 5.308 -0.136
H 0.858 3.728 0.475
H 0.912 3.494 -1.893
H 2.822 3.780 -1.875
H 5.987 -3.369 -0.033
H 5.440 -2.192 -0.933
H 5.557 -1.998 0.769
H 4.232 -5.057 0.511
H 1.736 -5.439 0.361
H -0.005 -3.786 0.230
H -3.320 -1.065 2.476
H -3.834 0.812 2.772
*
```

---

Formula: C12H36N12O24
Source: the OMol25 dataset
Level of theory: wB97M-V/def2-TZVPD

Summary:
HOMO level: -10.11 eV
relative energy (zero: lowest compared OMol25 entry of this formula, charge and spin): 2.637 eV
E_LUMO: -0.9 eV
SMILES string: C[N+](=O)[O-].C[N+](=O)[O-].C[N+](=O)[O-].C[N+](=O)[O-].C[N+](=O)[O-].C[N+](=O)[O-].C[N+](=O)[O-].C[N+](=O)[O-].C[N+](=O)[O-].C[N+](=O)[O-].C[N+](=O)[O-].C[N+](=O)[O-]

```
! wB97M-V def2-TZVPD RIJCOSX def2/J DEFGRID3
* xyz 0 1
C 1.882 2.737 2.808
N 2.879 2.893 1.680
O 2.483 2.694 0.534
O 3.964 3.349 1.944
H 1.533 3.761 2.942
H 2.229 2.307 3.747
H 1.021 2.213 2.392
C -3.694 -4.019 0.048
N -2.513 -3.684 0.878
O -2.112 -4.638 1.576
O -2.066 -2.553 0.814
H -4.344 -3.153 0.175
H -4.051 -4.970 0.443
H -3.367 -4.001 -0.992
C -3.343 1.764 2.546
N -2.710 2.014 1.212
O -1.837 2.914 1.126
O -3.037 1.266 0.241
H -2.675 2.189 3.295
H -3.265 0.678 2.593
H -4.378 2.103 2.559
C 3.085 -1.370 4.121
N 3.193 -0.241 3.200
O 4.218 0.445 3.275
O 2.334 -0.225 2.325
H 2.595 -2.236 3.676
H 2.512 -0.834 4.878
H 4.080 -1.503 4.547
C -0.238 -4.772 -3.466
N -0.596 -3.743 -2.497
O -1.674 -3.218 -2.578
O 0.112 -3.482 -1.544
H 0.850 -4.750 -3.415
H -0.543 -4.516 -4.481
H -0.599 -5.745 -3.132
C -3.132 3.742 -2.292
N -4.279 2.777 -2.508
O -4.445 2.248 -3.606
O -5.011 2.638 -1.533
H -2.621 3.502 -1.359
H -3.658 4.655 -2.015
H -2.442 3.794 -3.135
C 4.098 -3.859 0.069
N 3.502 -3.160 -1.056
O 3.190 -3.852 -2.014
O 3.228 -1.979 -0.885
H 5.159 -3.730 -0.144
H 3.819 -4.912 0.030
H 3.730 -3.441 1.005
C -1.764 0.076 5.536
N -0.616 0.618 4.767
O 0.340 1.144 5.380
O -0.742 0.454 3.583
H -2.351 -0.546 4.861
H -2.306 0.837 6.098
H -1.241 -0.637 6.173
C -3.695 -0.971 -2.099
N -4.483 -1.771 -3.082
O -4.070 -1.771 -4.282
O -5.476 -2.415 -2.699
H -3.676 0.101 -2.294
H -2.648 -1.275 -2.104
H -4.016 -1.116 -1.067
C 4.097 0.766 -3.068
N 4.938 0.827 -1.849
O 4.616 1.544 -0.889
O 6.062 0.344 -1.953
H 4.560 1.250 -3.927
H 3.107 1.161 -2.842
H 3.903 -0.286 -3.277
C 1.209 4.169 -1.939
N 2.423 5.049 -2.057
O 2.876 5.200 -3.181
O 2.828 5.659 -1.044
H 0.608 4.326 -2.835
H 0.779 4.488 -0.990
H 1.560 3.141 -1.849
C 0.071 -0.081 -0.156
N -0.038 0.632 -1.457
O -1.048 1.309 -1.661
O 0.924 0.541 -2.216
H -0.524 -0.971 -0.359
H -0.383 0.431 0.693
H 1.112 -0.323 0.058
*
```